A cluster of 6 separate species, C46H96F6N4O6S2 in total in a non-equilibrium geometry, computed with ωB97M-V/def2-TZVPD.

Geometry as XYZ:
```
160
Properties=species:S:1:pos:R:3:forces:R:3
C 5.814985 -3.837628 -7.760414 -0.977 0.882 1.027
C 6.242929 -4.366806 -6.356713 1.271 -1.337 -1.001
C 7.702544 -3.901580 -6.026550 -0.280 -0.814 0.366
C 8.526612 -4.885532 -5.039947 0.641 1.705 -1.578
N 9.985814 -4.377692 -4.748026 1.637 1.448 0.511
C 10.716892 -5.146243 -3.622094 0.523 -0.882 0.239
C 11.514358 -4.177704 -2.660623 -2.293 -1.140 0.157
C 11.018330 -2.792996 -3.064551 1.441 -0.298 0.274
C 9.894501 -2.978469 -4.070702 0.114 0.549 -0.573
C 10.931703 -4.210254 -6.018481 -0.506 -0.183 -0.070
C 11.425109 -5.459565 -6.725716 -0.511 -0.218 0.810
C 12.413127 -5.119472 -7.846802 -0.708 -0.580 0.259
H 6.221982 -4.217906 -8.697341 0.869 -0.314 0.565
H 5.948968 -2.756905 -7.713479 0.102 0.167 -0.431
H 4.747652 -3.967403 -7.939477 -0.173 -0.084 0.426
H 6.253417 -5.455272 -6.413679 -0.187 -0.206 0.175
H 5.587664 -4.097282 -5.528403 -0.216 0.187 -0.357
H 7.514754 -2.870504 -5.727041 0.900 0.060 0.521
H 8.226995 -3.885803 -6.981955 0.183 0.059 0.078
H 8.681500 -5.787414 -5.632175 -0.280 -0.293 0.540
H 8.098332 -5.027553 -4.047723 -0.158 -0.197 -0.289
H 11.368806 -5.951249 -3.961313 -0.121 0.270 -0.739
H 9.956542 -5.698818 -3.070134 -0.224 0.398 0.051
H 12.591795 -4.314104 -2.567768 -0.157 0.022 -0.605
H 11.090495 -4.447290 -1.693279 0.295 0.122 0.230
H 11.928570 -2.334293 -3.450755 -0.455 0.517 -0.693
H 10.766646 -2.175206 -2.202528 -0.429 -0.124 -0.135
H 10.020510 -2.197320 -4.820383 -0.482 -0.262 -0.285
H 8.901138 -2.888760 -3.631031 0.120 -0.153 0.044
H 11.838287 -3.654467 -5.779146 -0.392 0.380 0.788
H 10.365583 -3.651803 -6.763963 -0.124 0.321 0.402
H 10.541072 -5.951985 -7.130845 0.166 -0.399 -0.130
H 11.906991 -6.107384 -5.993448 -0.049 -0.266 -0.144
H 13.394198 -4.836087 -7.465625 -0.160 0.318 -0.083
H 11.946194 -4.374344 -8.490902 0.453 0.133 -0.140
H 12.538616 -6.041335 -8.414697 0.144 0.171 -0.194
C 12.609560 -11.939865 -0.133311 -0.613 -1.174 -1.999
C 11.789985 -12.691660 -1.271229 0.640 0.801 0.048
C 10.489009 -13.213323 -0.725935 -0.095 -2.329 0.215
C 10.685095 -14.684644 -0.097887 -1.033 1.238 0.193
N 9.617217 -15.040437 0.930003 -0.077 -0.229 0.067
C 9.862728 -14.154462 2.182778 0.537 -2.149 1.061
C 10.471871 -15.165673 3.248076 -0.704 0.302 -0.726
C 10.873494 -16.448172 2.490417 -0.142 -0.105 -0.552
C 9.872703 -16.540620 1.355579 -1.201 1.323 0.615
C 8.159762 -14.783643 0.507457 -0.581 -1.237 -1.446
C 7.607420 -15.590312 -0.786378 1.048 0.287 0.250
C 6.206176 -15.208190 -1.244412 -0.366 1.716 0.828
H 12.090664 -11.016715 0.124840 0.152 -0.139 0.263
H 13.610090 -11.741201 -0.517448 -0.027 0.211 0.253
H 12.689503 -12.652317 0.687738 0.054 0.361 0.321
H 12.375498 -13.457577 -1.779805 0.203 -0.383 0.475
H 11.532162 -12.076572 -2.133385 0.145 0.693 0.278
H 9.752961 -13.392626 -1.509626 -0.005 0.280 -0.162
H 10.072466 -12.441657 -0.078535 -0.110 -0.412 0.460
H 11.613199 -14.848336 0.449769 0.151 0.404 -0.140
H 10.632958 -15.466288 -0.855791 -0.017 0.329 -0.266
H 8.884824 -13.783170 2.489298 0.362 0.180 0.050
H 10.607131 -13.364746 2.081125 -0.445 0.020 -0.918
H 9.661212 -15.405325 3.936184 0.243 -0.060 0.215
H 11.292494 -14.695849 3.790246 -0.124 -0.160 0.007
H 10.693826 -17.341520 3.088525 0.463 0.092 0.200
H 11.883501 -16.474101 2.081390 0.134 0.190 0.397
H 8.947578 -16.896464 1.809044 -0.304 0.256 -0.208
H 10.046967 -17.196412 0.502536 0.423 0.459 -0.077
H 8.083309 -13.697491 0.456940 -0.212 -0.132 -0.508
H 7.506631 -15.115060 1.314717 0.363 0.094 0.366
H 7.559891 -16.666042 -0.617149 0.395 -0.057 0.586
H 8.308146 -15.484105 -1.614498 0.112 0.233 -0.066
H 6.134156 -14.135237 -1.422418 0.258 0.219 -0.206
H 5.500005 -15.311444 -0.420553 -0.164 -0.529 -0.060
H 5.807683 -15.655790 -2.154886 0.438 -0.510 0.248
C 6.907573 -0.904110 3.618870 -1.485 0.106 1.019
C 5.712857 -1.147212 2.642694 0.688 0.862 -0.304
C 4.336986 -0.485835 3.047930 -0.126 -0.957 -1.068
C 3.259598 -0.642315 1.911023 -0.462 0.591 0.901
N 1.774964 -0.398068 2.390039 -0.576 -0.495 0.024
C 1.146606 -1.700760 3.060159 1.468 1.241 0.139
C -0.333347 -1.644983 2.784802 -0.910 -1.275 2.340
C -0.588716 -0.603038 1.772528 1.250 0.158 -0.953
C 0.808007 -0.361647 1.209226 -0.084 1.571 -0.354
C 1.613410 0.913006 3.302961 0.828 -1.300 0.000
C 1.933213 2.155486 2.509383 -0.321 1.134 -0.346
C 2.144037 3.504141 3.323133 -0.222 -1.439 0.228
H 7.660465 -1.690489 3.672369 -0.313 -0.150 -0.338
H 6.361939 -0.901501 4.562471 0.648 -0.065 0.646
H 7.445474 0.043329 3.585463 -0.339 0.129 -0.497
H 5.644393 -2.229738 2.535138 -0.443 0.076 -0.175
H 6.028297 -0.705447 1.697474 -0.303 -0.273 -0.432
H 4.468382 0.581225 3.227359 0.076 -0.056 0.246
H 3.927544 -0.985930 3.925625 0.226 0.137 0.280
H 3.235762 -1.637386 1.466767 0.092 0.013 0.133
H 3.429650 0.091985 1.123643 -0.001 -0.100 -0.010
H 1.522461 -1.660414 4.082512 -0.430 -0.413 0.038
H 1.485754 -2.594684 2.536743 0.890 0.395 0.063
H -0.878728 -1.445232 3.707171 -0.096 -0.034 0.011
H -0.618588 -2.658478 2.502711 -0.237 0.167 -0.220
H -0.876642 0.334802 2.247565 -0.610 -0.141 -0.322
H -1.213698 -0.921128 0.938082 -0.369 0.337 0.329
H 0.696569 0.630045 0.770764 1.064 -0.100 -0.324
H 1.150522 -1.082229 0.466569 -0.046 -0.047 0.160
H 2.244409 0.810036 4.185758 0.357 -0.414 -0.256
H 0.609695 0.930086 3.727675 -0.156 -0.152 -0.440
H 1.094675 2.203179 1.814632 -0.203 0.932 0.080
H 2.757064 2.043823 1.804469 0.436 -0.291 0.421
H 2.953632 3.446051 4.050660 0.496 -0.385 -0.361
H 1.320288 3.698127 4.010092 -0.475 0.250 -0.556
H 2.366790 4.340976 2.661169 -0.354 -0.126 0.039
C -0.318615 -10.211694 -2.857065 -0.158 -0.463 0.595
C -1.673604 -10.783322 -2.362666 -0.630 0.757 -0.066
C -1.905146 -10.760888 -0.856118 0.256 -0.197 0.449
C -3.278257 -11.418480 -0.501762 2.019 0.465 1.246
N -3.527266 -11.516876 1.017590 0.223 -0.156 0.618
C -4.808501 -12.328787 1.322818 1.603 0.674 1.117
C -5.071479 -11.907925 2.792695 -1.979 0.480 -0.375
C -4.745944 -10.416714 2.893271 1.043 1.166 -1.348
C -3.876202 -10.090470 1.596944 -0.263 -1.091 0.401
C -2.309773 -12.130852 1.918204 -0.881 1.321 -0.832
C -1.755522 -13.482424 1.465097 0.257 -0.265 -0.027
C -0.561410 -13.884897 2.346807 0.602 1.724 0.947
H 0.499856 -10.909108 -2.678693 -0.084 -0.243 -0.142
H -0.003451 -9.332815 -2.294631 -0.366 0.201 0.049
H -0.321761 -9.942874 -3.913390 -0.171 -0.158 0.058
H -1.909213 -11.791747 -2.702764 0.468 -0.123 -0.326
H -2.502035 -10.177723 -2.730161 0.049 0.177 -0.597
H -1.827578 -9.738383 -0.486574 -0.224 0.136 0.016
H -1.059357 -11.276948 -0.401782 -0.162 -0.297 0.329
H -3.213188 -12.430201 -0.902129 -0.726 0.056 -0.027
H -4.080379 -10.768665 -0.851673 -0.141 -0.575 -0.350
H -4.676061 -13.404420 1.206350 0.418 0.153 -0.132
H -5.545266 -12.001400 0.589266 -0.219 0.186 0.384
H -4.659371 -12.437825 3.651461 0.445 -0.510 -0.720
H -6.149753 -12.021280 2.904848 -0.098 -0.055 0.276
H -4.228360 -10.104996 3.800484 0.137 -0.353 -0.043
H -5.621094 -9.769006 2.841289 -0.123 -0.252 -0.015
H -2.997569 -9.450597 1.678572 0.427 -0.684 0.665
H -4.418746 -9.506778 0.853261 -0.576 -0.679 -0.224
H -2.609571 -12.073143 2.964575 -0.519 -0.400 -0.204
H -1.621680 -11.287155 1.865243 0.608 -0.470 -0.351
H -1.399978 -13.328020 0.446346 0.008 -0.341 -0.133
H -2.460560 -14.313685 1.468429 -0.476 0.349 -0.062
H 0.128734 -13.046001 2.257063 0.607 -0.198 -0.265
H 0.002771 -14.812440 2.249457 -0.540 -0.033 -0.830
H -0.748216 -13.811485 3.418159 -0.725 -0.232 0.100
C 1.190249 -7.680423 7.548848 -1.202 -0.331 1.928
F 1.306348 -8.319692 6.398250 0.685 -0.043 -0.389
F 1.905833 -8.362615 8.525084 -0.611 0.874 -1.451
F 1.673550 -6.442594 7.455562 0.664 -0.020 -0.265
S -0.625421 -7.594683 8.017093 -1.359 -0.984 2.215
O -0.641744 -6.998592 9.382346 0.474 -1.234 -2.133
O -1.295593 -6.731499 7.049424 0.789 -0.447 -0.271
O -0.975602 -9.042235 7.916550 0.519 2.207 0.138
C 3.895771 -7.483943 0.712826 0.760 -0.547 0.659
F 4.467075 -6.712446 1.710278 -0.872 -0.600 -1.366
F 2.605581 -7.696952 1.032212 0.528 0.401 -0.061
F 3.934195 -6.797410 -0.445693 -0.182 0.218 0.562
S 4.846256 -9.134298 0.506340 2.049 -0.565 0.634
O 3.819547 -10.152825 0.391666 -0.116 0.540 0.015
O 5.636197 -8.930110 -0.716936 -0.784 0.209 0.751
O 5.684209 -9.225277 1.721667 -1.292 0.320 -1.369
```
Positions in Å, forces in eV/Å.

calculated total energy: -105460.1744 eV
frontier orbital gap: 5.69 eV
total charge: +2
energy above the lowest of the compared OMol25 structures with the same formula, charge and spin: 159.9 kcal per mole